# 1
Formula: C3H3NO2
Source: the Open Molecules 2025 dataset
Level of theory: the ωB97M-V functional and the def2-TZVPD basis

Geometry as ORCA input:
```
! wB97M-V def2-TZVPD RIJCOSX def2/J DEFGRID3
* xyz 0 1
O 1.9155 0.7817 0.8353
C 0.9922 0.0339 0.2098
N 0.3976 -1.3870 0.1888
O -0.9512 -1.2594 0.0948
C -1.3214 0.0779 -0.0031
C -0.2206 0.8166 -0.0603
H 1.7355 -1.2185 -1.3075
H -2.3951 0.2747 0.0021
H -0.1525 1.8800 0.0399
*
```

Results
LUMO level (alpha / beta): -1.33 / -2.16 eV
HOMO-LUMO gap (alpha / beta): 0.31664 / 0.28387 Ha
ΔE to the lowest compared entry with this formula, charge and spin: 8.120 eV
HOMO energy (alpha / beta): -9.9 / -9.9 eV

# 2
Formula: C43H49IrN4O2S
Source: the Open Molecules 2025 dataset
Level of theory: the ωB97M-V functional and the def2-TZVPD basis

Geometry as ORCA input:
```
! wB97M-V def2-TZVPD RIJCOSX def2/J DEFGRID3
* xyz 0 1
Ir -0.3643 0.3130 0.1288
C -3.9435 0.8012 -4.9896
C -3.9987 -0.4483 -4.1049
C -2.7555 -0.6375 -3.2946
C -1.7031 -1.4594 -3.5350
C -1.4986 -2.4087 -4.6737
C -0.7315 -1.7736 -5.8371
C -0.7505 -1.2416 -2.4638
C 0.4755 -1.8697 -2.3495
C 1.4137 -1.6661 -1.3585
C 2.7225 -2.2804 -1.3140
C 3.2776 -3.1752 -2.3769
C 3.8074 -2.3946 -3.5835
C 3.3283 -1.8314 -0.1851
C 2.3923 -0.9412 0.4663
C 2.6257 -0.2723 1.6503
C 1.7869 0.6430 2.2608
N 0.5790 1.0386 1.7745
C 0.0729 1.9499 2.6574
C -1.1334 2.6058 2.5208
C -2.0352 2.4841 1.4784
N -1.8767 1.6586 0.4051
C -3.0023 1.7735 -0.3531
C -3.2656 1.0357 -1.4946
C -2.4540 0.0819 -2.0726
N -1.2315 -0.3057 -1.5999
C -3.8861 2.7591 0.2276
C -3.2863 3.1990 1.3662
C -3.7567 4.2502 2.3211
C -3.0812 5.6041 2.0842
C -5.1738 3.2142 -0.3829
C -4.9613 4.2193 -1.5188
C 1.0100 2.1497 3.7446
C 2.0708 1.3395 3.5003
C 3.3230 1.1727 4.3026
C 4.4480 2.1007 3.8354
C 0.8008 3.1003 4.8807
C 1.0973 4.5538 4.4981
N 1.2445 -0.8513 -0.2734
C 4.7144 -2.1133 0.3033
C 5.7094 -1.0166 -0.0872
H -4.8698 0.9252 -5.5524
H -3.7862 1.6996 -4.3906
H -3.1195 0.7338 -5.7011
H -4.8641 -0.3875 -3.4402
H -4.1531 -1.3287 -4.7319
H -0.9615 -3.2928 -4.3230
H -2.4704 -2.7608 -5.0257
H 0.2315 -1.3844 -5.5014
H -0.5472 -2.4990 -6.6308
H -1.2938 -0.9410 -6.2618
H 0.7341 -2.5805 -3.1239
H 4.0811 -3.7795 -1.9525
H 2.5056 -3.8750 -2.7066
H 4.6240 -1.7345 -3.2876
H 4.1785 -3.0691 -4.3563
H 3.0239 -1.7729 -4.0201
H 3.5688 -0.4729 2.1422
H -1.4036 3.2914 3.3141
H -4.2124 1.2259 -1.9841
H -4.8381 4.3631 2.2264
H -3.5694 3.9232 3.3471
H -3.2978 5.9715 1.0800
H -3.4282 6.3492 2.8015
H -1.9970 5.5211 2.1765
H -5.7270 2.3501 -0.7596
H -5.7978 3.6664 0.3899
H -4.3443 3.7894 -2.3097
H -5.9118 4.5268 -1.9571
H -4.4507 5.1112 -1.1526
H 3.1031 1.3665 5.3546
H 3.6606 0.1354 4.2461
H 4.1642 3.1460 3.9644
H 5.3650 1.9255 4.3999
H 4.6649 1.9459 2.7770
H -0.2276 3.0196 5.2420
H 1.4438 2.8079 5.7134
H 0.4701 4.8764 3.6655
H 0.9188 5.2256 5.3389
H 2.1367 4.6661 4.1871
H 4.7044 -2.2240 1.3905
H 5.0487 -3.0704 -0.1012
H 5.3885 -0.0461 0.2951
H 6.7041 -1.2277 0.3077
H 5.7852 -0.9338 -1.1722
O 1.6451 -6.8578 2.1207
C 1.1538 -6.3320 0.9740
O 1.1942 -6.9716 -0.0389
C 0.5606 -4.9613 1.0654
C -0.3469 -4.5903 0.0782
C -0.9925 -3.3688 0.1504
C -0.7410 -2.4972 1.2097
S -1.6942 -1.0107 1.3955
C 0.2166 -2.8426 2.1605
C 0.8563 -4.0698 2.0936
H 1.4686 -6.2607 2.8573
H -0.5457 -5.2822 -0.7293
H -1.7075 -3.0768 -0.6093
H 0.4488 -2.1409 2.9521
H 1.6120 -4.3005 2.8374
*
```

Results
LUMO level: -0.82 eV
HOMO-LUMO gap: 0.22231 Ha
ΔE to the lowest compared entry with this formula, charge and spin: 0.000 eV
HOMO energy: -6.9 eV

# 3
Formula: C26H36LaN3O6PSSe
Source: the Open Molecules 2025 dataset
Level of theory: the ωB97M-V functional and the def2-TZVPD basis

Geometry as ORCA input:
```
! wB97M-V def2-TZVPD RIJCOSX def2/J DEFGRID3
* xyz 1 1
La 11.2458 9.1982 10.9213
O 10.4715 7.7018 13.0451
C 11.5011 6.8124 13.6069
C 12.8087 7.0431 12.8312
N 12.7932 7.1127 11.4030
C 14.2083 7.4722 10.9848
C 14.5717 8.9600 11.1631
O 15.7376 9.3383 11.1825
O 13.5033 9.7293 11.1949
C 12.3950 5.8167 10.8206
C 11.4741 6.1285 9.5873
O 11.3244 5.2761 8.7601
O 10.9513 7.2918 9.6363
H 9.7588 7.9614 13.6784
H 11.1865 5.7920 13.5971
H 11.6512 7.0814 14.6325
H 13.5343 6.2555 13.2129
H 13.2733 7.9799 13.2120
H 14.3353 7.2240 9.9699
H 14.9336 6.8619 11.6031
H 11.8545 5.1982 11.6187
H 13.2539 5.2499 10.5678
C 7.8030 7.6860 8.9997
P 8.2674 9.1572 10.0577
C 7.1886 10.4818 9.2833
C 7.5805 8.4920 11.6715
C 7.2961 7.1043 11.8310
C 7.1674 6.6459 13.1850
C 7.3489 7.4975 14.2546
C 7.5943 8.8272 14.0767
C 7.6791 9.3243 12.7867
H 8.3493 6.7638 9.2933
H 8.1338 7.9069 7.9824
H 6.7721 7.5624 8.8798
H 6.1163 10.1690 9.2415
H 7.5464 10.5130 8.2300
H 7.3001 11.4420 9.7855
H 7.1214 6.4629 11.0169
H 6.8847 5.6508 13.4003
H 7.2133 7.0870 15.3269
H 7.5764 9.4828 14.8878
H 7.8336 10.3890 12.6519
C 13.8497 10.7950 14.7105
N 13.5536 11.6576 13.6087
C 14.4599 12.3604 12.8639
C 13.7411 13.1543 12.0618
N 12.3852 12.9475 12.2598
C 11.1925 13.5837 11.6484
C 12.3078 11.9608 13.1718
Se 10.7351 11.0376 13.5532
H 14.5645 11.2863 15.3280
H 14.2889 9.8645 14.2801
H 12.9338 10.5462 15.2157
H 15.4928 12.2381 13.0721
H 14.0084 13.9498 11.2844
H 11.3444 14.6331 11.4214
H 10.4119 13.5335 12.3929
H 10.8876 13.0261 10.7440
C 13.7734 11.8202 8.7157
S 12.5930 10.7231 7.8011
O 11.4758 10.2892 8.7334
C 13.6111 9.2845 7.5944
C 15.0132 9.3571 7.6601
C 15.7498 8.1750 7.6003
C 15.0961 6.9735 7.2587
C 13.7457 7.0055 7.0027
C 13.0135 8.1365 7.1599
H 14.2259 11.2249 9.5171
H 13.0733 12.6568 9.0730
H 14.5299 12.2625 8.0207
H 15.4527 10.2524 8.0550
H 16.8208 8.1909 7.6746
H 15.6264 6.0579 7.3088
H 13.1822 6.1643 6.7030
H 11.9394 8.0862 6.8829
*
```

Results
LUMO level: -2.13 eV
HOMO-LUMO gap: 0.32290 Ha
ΔE to the lowest compared entry with this formula, charge and spin: 0.383 eV
HOMO energy: -10.9 eV

# 4
Formula: C2H12NO2S
Source: the Open Molecules 2025 dataset
Level of theory: the ωB97M-V functional and the def2-TZVPD basis

Geometry as ORCA input:
```
! wB97M-V def2-TZVPD RIJCOSX def2/J DEFGRID3
* xyz 1 1
C 1.4680 -0.6300 -0.2252
C 1.3406 -1.5358 0.9546
S 0.6110 -3.1235 0.4162
N 0.0709 -0.0867 -0.5116
H 2.0184 0.2823 -0.0471
H 1.7582 -1.0851 -1.1596
H 2.3204 -1.6622 1.4043
H 0.6326 -1.1391 1.6784
H 0.1562 -3.4404 1.6341
H -0.6022 -0.8639 -0.4897
H -0.2101 0.5437 0.2416
H -0.0198 0.3196 -1.4360
H -1.3759 2.8588 1.2339
H 0.0210 2.5828 1.7133
O -0.7796 2.1240 1.4301
H -1.9558 2.0375 -2.7119
H -3.1934 1.4997 -1.9837
O -2.2603 1.3183 -2.1417
*
```

Results
LUMO level: -3.08 eV
HOMO-LUMO gap: 0.37024 Ha
ΔE to the lowest compared entry with this formula, charge and spin: 0.297 eV
HOMO energy: -13.2 eV

# 5
Formula: C6H16N2
Source: the Open Molecules 2025 dataset
Level of theory: the ωB97M-V functional and the def2-TZVPD basis

Geometry as ORCA input:
```
! wB97M-V def2-TZVPD RIJCOSX def2/J DEFGRID3
* xyz 0 1
C 0.4022 2.4076 -1.4294
N 0.3061 1.4429 -0.4007
C -0.6527 1.3228 2.7761
C 0.0541 -0.2177 -2.3112
C 0.3844 0.1212 -0.8630
C -0.3794 -0.8694 0.1919
N -0.3236 -2.2014 -0.1649
C 0.3285 -3.0115 0.8209
H 0.4916 3.4488 -1.1318
H -0.4508 2.3657 -2.1489
H 1.2098 2.1860 -2.1521
H -0.7726 1.4175 1.6985
H -1.5630 0.9325 3.2215
H 0.1416 0.6001 2.9685
H 0.4965 0.4733 -3.0226
H -1.0330 -0.2125 -2.4405
H 0.3540 -1.2191 -2.6165
H 1.4168 -0.2237 -0.7158
H -0.3521 2.2547 3.2473
H -1.4103 -0.5305 0.0456
H -0.0706 -0.5964 1.1928
H 1.0054 -2.5171 1.5207
H -0.4590 -3.5427 1.3783
H 0.8762 -3.8309 0.3353
*
```

Results
LUMO level: -2.04 eV
HOMO-LUMO gap: 0.18133 Ha
ΔE to the lowest compared entry with this formula, charge and spin: 6.288 eV
HOMO energy: -7.0 eV

# 6
Formula: C10H20Br10
Source: the Open Molecules 2025 dataset
Level of theory: the ωB97M-V functional and the def2-TZVPD basis

Geometry as ORCA input:
```
! wB97M-V def2-TZVPD RIJCOSX def2/J DEFGRID3
* xyz 0 1
Br 0.8517 0.6878 6.5006
C 1.8665 2.4065 6.5583
C 0.9595 3.5262 7.0554
Br 1.7690 5.3279 6.7872
H 2.2237 2.5563 5.5394
H 2.6993 2.0941 7.1884
H 0.7488 3.4630 8.1229
H 0.0069 3.5050 6.5260
Br 3.6265 -2.4499 -0.0850
C 2.1496 -1.1306 0.3627
C 2.2301 0.1188 -0.5426
Br 3.8913 1.2060 0.0175
H 2.1540 -0.9036 1.4287
H 1.2023 -1.6233 0.1436
H 1.3326 0.7332 -0.4706
H 2.2956 -0.1032 -1.6078
Br -4.0622 1.9888 2.8690
C -5.5091 1.0782 3.7778
C -6.0127 1.8433 4.9290
Br -6.6974 3.7032 4.4847
H -5.2155 0.0746 4.0855
H -6.3570 0.9768 3.1003
H -5.2050 1.9654 5.6506
H -6.8314 1.3555 5.4581
Br 6.0976 0.6387 -5.9928
C 4.9559 1.6232 -7.2526
C 4.7603 0.6646 -8.4749
Br 3.7120 1.5274 -9.8905
H 5.5288 2.4988 -7.5580
H 4.0673 1.9861 -6.7362
H 4.3209 -0.2715 -8.1301
H 5.7008 0.3329 -8.9149
Br -1.0409 -4.3610 -4.1513
C -2.2039 -5.5601 -3.0315
C -3.6833 -5.1382 -3.1239
Br -3.9547 -3.2203 -2.5201
H -1.8924 -5.6003 -1.9877
H -2.0721 -6.5577 -3.4503
H -4.2869 -5.8376 -2.5454
H -4.1264 -5.1247 -4.1197
*
```

Results
LUMO level: 0.12 eV
HOMO-LUMO gap: 0.37388 Ha
ΔE to the lowest compared entry with this formula, charge and spin: 1.603 eV
HOMO energy: -10.1 eV

# 7
Formula: C37H53KN11O5PSe2
Source: the Open Molecules 2025 dataset
Level of theory: the ωB97M-V functional and the def2-TZVPD basis

Geometry as ORCA input:
```
! wB97M-V def2-TZVPD RIJCOSX def2/J DEFGRID3
* xyz 0 1
K 0.3002 1.8237 -0.1720
N -2.0508 2.5112 1.5630
N -1.4557 3.2937 2.5654
C -0.1344 3.1895 2.7723
N 0.4822 4.1705 3.4438
N 0.4161 2.0375 2.3558
N 1.7568 2.0057 2.1901
O 2.1390 1.0787 1.4560
O 2.5653 2.8149 2.6771
H -2.0931 3.0654 0.6977
H -2.9793 2.2454 1.8521
H -1.8594 4.1921 2.7689
H 0.0733 5.0889 3.3753
H 1.4882 4.1223 3.4250
C 0.3141 5.6046 -1.6285
O 0.5109 4.2278 0.3102
C -0.2563 4.6159 -0.6189
O -1.4385 4.2240 -0.7651
H 1.3977 5.5115 -1.6975
H 0.0888 6.6204 -1.2906
H -0.1493 5.4743 -2.6063
C -0.9840 -3.6553 -2.3681
O -1.3580 -2.4671 -1.6658
H -1.1238 -4.5476 -1.7518
H 0.0522 -3.6094 -2.7068
H -1.6288 -3.7242 -3.2416
H -0.7186 -2.2865 -0.9689
Se -4.3981 0.3670 5.2308
N -4.3164 -1.4077 5.4472
C -3.6929 -1.8670 4.3914
C -3.4443 -3.2586 4.1382
C -2.8273 -3.5703 2.9834
C -2.4307 -2.5196 2.0681
N -2.6114 -1.2510 2.2429
C -3.2608 -0.8975 3.4091
N -3.5502 0.3585 3.6595
H -3.7624 -3.9920 4.8678
H -2.6039 -4.5928 2.7099
H -1.9267 -2.8266 1.1536
N 0.7361 -1.4414 2.0517
C 1.3715 -2.1482 3.0731
C 2.7572 -2.3269 3.0517
C 3.3837 -3.0698 4.0404
C 2.6532 -3.6499 5.0693
C 1.2772 -3.4657 5.0981
C 0.6394 -2.7243 4.1157
H -0.1585 -1.0387 2.2984
H 1.3142 -0.7384 1.6146
H 3.3409 -1.8719 2.2570
H 4.4607 -3.1905 4.0053
H 3.1478 -4.2274 5.8399
H 0.6884 -3.8984 5.8992
H -0.4334 -2.5765 4.1548
C 3.9122 -1.0452 -1.0219
C 3.3580 -0.8911 -2.4468
C 2.3276 -1.9950 -2.6803
C 4.5205 -1.0528 -3.4281
P 2.4847 0.7639 -2.4346
C 3.8634 1.9636 -2.3296
C 4.0323 2.6092 -1.1058
C 5.0442 3.5463 -0.9240
C 5.8950 3.8583 -1.9705
C 5.7391 3.2272 -3.2000
C 4.7365 2.2868 -3.3740
C 1.6003 1.0940 -4.0567
C 0.2006 0.4719 -3.9268
C 1.4217 2.6164 -4.1519
C 2.2291 0.5789 -5.3550
H 4.3642 -2.0374 -0.9200
H 3.1275 -0.9467 -0.2673
H 4.6810 -0.3006 -0.8025
H 2.7855 -2.9665 -2.4654
H 1.9628 -2.0172 -3.7100
H 1.4649 -1.8760 -2.0170
H 4.9931 -2.0286 -3.2717
H 5.2859 -0.2935 -3.2646
H 4.2035 -1.0055 -4.4706
H 3.3778 2.3783 -0.2712
H 5.1493 4.0296 0.0397
H 6.6788 4.5932 -1.8353
H 6.4017 3.4685 -4.0218
H 4.6319 1.8026 -4.3338
H -0.3679 0.8907 -3.0926
H 0.2235 -0.6128 -3.7954
H -0.3709 0.6835 -4.8368
H 1.0230 3.0480 -3.2277
H 0.7037 2.8384 -4.9477
H 2.3548 3.1312 -4.3774
H 2.2598 -0.5126 -5.3886
H 3.2395 0.9512 -5.5166
H 1.6194 0.9080 -6.2036
C -5.6642 1.0770 1.0351
N -5.1200 -0.1075 0.4058
C -4.1679 -0.1166 -0.5686
Se -3.3578 1.3323 -1.3483
N -3.9552 -1.4181 -0.8922
C -4.7408 -2.2473 -0.1125
C -4.8804 -3.6248 -0.0594
C -5.7693 -4.1383 0.8778
C -6.4904 -3.3036 1.7297
C -6.3602 -1.9200 1.6675
C -5.4799 -1.4109 0.7264
H -5.4254 1.9315 0.4071
H -5.2259 1.2152 2.0234
H -6.7455 0.9742 1.1255
H -3.1709 -1.7053 -1.4650
H -4.3188 -4.2753 -0.7193
H -5.9021 -5.2112 0.9495
H -7.1698 -3.7411 2.4513
H -6.9216 -1.2707 2.3285
*
```

Results
LUMO level: -1.27 eV
HOMO-LUMO gap: 0.22379 Ha
ΔE to the lowest compared entry with this formula, charge and spin: 0.801 eV
HOMO energy: -7.4 eV

# 8
Formula: C3H3P
Source: the Open Molecules 2025 dataset
Level of theory: the ωB97M-V functional and the def2-TZVPD basis

Geometry as ORCA input:
```
! wB97M-V def2-TZVPD RIJCOSX def2/J DEFGRID3
* xyz 0 1
C 1.3439 3.2753 1.3266
C 1.5543 2.4967 0.2871
C 0.2886 0.0538 -0.1405
P 0.6097 1.7459 -0.9010
H 0.2181 0.0847 0.9083
H 0.9918 -0.6922 -0.5630
H -0.7427 -0.3873 -0.1490
*
```

Results
LUMO level: -2.05 eV
HOMO-LUMO gap: 0.27949 Ha
ΔE to the lowest compared entry with this formula, charge and spin: 2.205 eV
HOMO energy: -9.7 eV

# 9
Formula: C9H19O4PS3
Source: the Open Molecules 2025 dataset
Level of theory: the ωB97M-V functional and the def2-TZVPD basis

Geometry as ORCA input:
```
! wB97M-V def2-TZVPD RIJCOSX def2/J DEFGRID3
* xyz 0 1
C 1.9114 -4.5151 2.9532
C 1.6468 -3.1277 2.3053
O 0.1513 -2.8313 2.3452
P -0.2259 -1.2973 1.9068
O -1.6064 -0.5964 2.4598
C -1.8249 -0.7987 3.8909
C -3.2468 -0.2633 4.3129
S 1.1900 -0.3070 0.6060
C 0.0953 1.1025 0.0830
C 0.9694 2.3431 -0.0774
S 0.3745 3.7999 -0.9951
C 0.0877 3.6329 -2.7502
C 1.3112 2.8306 -3.1469
O 1.0519 1.6186 -3.0556
O 2.4639 3.4619 -3.5332
C 3.6346 2.5820 -3.4061
S 4.4625 3.0784 -1.8272
H 1.1812 -5.3559 2.7224
H 2.9336 -4.7976 2.5689
H 2.0402 -4.2482 4.0122
H 2.1674 -2.3470 2.8863
H 2.0845 -3.0371 1.3457
H -1.8562 -1.8683 4.0530
H -1.1082 -0.3165 4.4884
H -3.3301 0.7823 4.3015
H -3.5224 -0.6207 5.2353
H -3.9330 -0.6779 3.5581
H -0.3262 0.8265 -0.8739
H -0.7169 1.2306 0.8744
H 1.9471 2.1056 -0.5085
H 1.1759 2.6136 1.0390
H -0.0430 4.5805 -3.2836
H -0.9388 3.1940 -2.6809
H 4.3031 2.7586 -4.1774
H 3.3731 1.5619 -3.4916
H 3.4038 3.9215 -1.4598
*
```

Results
LUMO level: -0.44 eV
HOMO-LUMO gap: 0.19909 Ha
HOMO energy: -5.9 eV

Listing E for the structures above in their given order: -321.079223, -2540.152293, -4800.557574, -686.585010, -347.493745, -26133.130553, -8164.356192, -457.263934, -2190.993083 Ha.